Density functional theory data (ωB97M-V/def2-TZVPD) for 6 unconnected molecules or ions with the total composition C21H55BrN4O5 in a non-equilibrium geometry.

Geometry as ORCA input:
```
! RIJCOSX wB97M-V def2-TZVPD def2/J DEFGRID3
* xyz 1 2
O -0.407 -1.911 0.727
H 0.319 -2.503 0.936
H -1.133 -2.178 1.294
H -0.686 -1.984 -0.189
Br 1.508 -4.323 0.695
C 2.836 -1.289 -2.030
C 3.213 0.150 -1.681
C 4.718 0.309 -2.085
C 5.184 1.803 -2.158
C 4.246 2.492 -3.105
C 2.726 2.479 -2.605
N 2.422 1.075 -2.455
O 1.072 0.876 -2.280
C 2.490 3.410 -1.382
C 1.973 3.062 -3.791
C 3.016 0.310 -0.164
H 1.834 -1.607 -1.743
H 3.502 -1.937 -1.459
H 2.861 -1.589 -3.077
H 5.321 -0.155 -1.305
H 4.978 -0.304 -2.948
H 6.194 1.840 -2.565
H 5.172 2.290 -1.183
H 4.399 2.058 -4.093
H 4.620 3.505 -3.255
H 1.438 3.391 -1.095
H 3.026 3.184 -0.460
H 2.795 4.401 -1.718
H 2.105 2.379 -4.630
H 0.912 3.148 -3.555
H 2.279 4.027 -4.196
H 3.304 -0.610 0.344
H 1.958 0.505 0.015
H 3.679 1.046 0.291
H 0.975 0.291 -3.035
C -3.449 -3.298 -1.467
C -2.660 -2.190 -2.197
C -3.200 -0.773 -1.923
O -2.558 0.104 -2.868
C -3.105 1.381 -2.833
N -1.260 -2.202 -1.744
H -2.991 -4.265 -1.677
H -4.507 -3.269 -1.727
H -3.408 -3.129 -0.391
H -2.736 -2.431 -3.258
H -3.035 -0.411 -0.908
H -4.286 -0.856 -1.948
H -4.183 1.296 -2.697
H -3.030 1.801 -3.836
H -2.677 2.060 -2.095
H -1.039 -1.468 -2.402
H -0.810 -2.931 -2.280
C -2.975 -3.432 4.404
C -2.069 -2.580 3.501
C -0.593 -2.623 3.871
O 0.160 -1.413 3.422
C 1.545 -1.599 3.376
N -2.294 -3.083 2.131
H -2.798 -4.505 4.339
H -4.042 -3.212 4.367
H -2.788 -3.254 5.463
H -2.474 -1.572 3.585
H -0.053 -3.516 3.557
H -0.493 -2.535 4.953
H 1.902 -2.317 2.639
H 1.850 -1.933 4.368
H 2.030 -0.642 3.180
H -3.289 -3.203 2.000
H -1.978 -4.042 2.142
C 0.312 2.676 1.489
C -0.616 1.533 1.961
C -1.860 1.951 2.857
O -2.748 2.838 2.094
C -3.992 3.074 2.671
N -1.050 0.909 0.745
H 0.477 3.419 2.269
H -0.125 3.274 0.690
H 1.311 2.286 1.296
H 0.031 0.951 2.618
H -1.441 2.516 3.690
H -2.411 1.076 3.203
H -4.535 2.134 2.764
H -4.632 3.767 2.125
H -3.970 3.378 3.718
H -1.926 1.403 0.654
H -0.385 1.218 0.050
*
```

Summary:
Largest force on an atom ... 3.0 eV Å⁻¹
Gap between HOMO and LUMO (spin up / spin down) ... 8.18 / 2.88 eV
DFT total energy ... -108897.9864 eV
Expectation value of S² ... 0.753